This record from the OMol25 dataset describes one molecule with the formula C2H7O2PS2 in a non-equilibrium geometry. The level of theory is ωB97M-V with the def2-TZVPD basis set.

Positions of all 14 atoms, in Å:
C  -2.021561  -1.219079  -0.489910
C  -0.647672  0.471780  0.327467
O  1.772921  0.017485  1.510056
O  -1.292992  -0.005489  -0.723606
P  1.230749  0.399694  0.041560
S  2.015699  -0.784282  -1.162521
S  2.003872  2.381620  -0.270915
H  -2.919921  -1.172452  -1.204528
H  -2.465052  -1.116278  0.491572
H  -1.370213  -2.115998  -0.646238
H  -0.826708  -0.307857  1.160486
H  -0.979486  1.486904  0.712750
H  2.682026  -0.162930  1.610609
H  2.818339  2.126884  -1.356782

Cartesian forces (eV/Å) of the 6 atoms listed first:
-1.020 0.562 -1.617
1.353 -0.402 3.687
-2.826 0.922 0.753
-1.536 -0.516 -2.650
0.755 1.091 1.163
0.190 -1.464 -1.949

Computed properties:
HOMO level	-0.329	Ha
relative energy (zero: lowest compared OMol25 entry of this formula, charge and spin)	42.4	kcal/mol
Kohn-Sham gap	9.51	eV
E_tot	-37241.9057	eV
structure (SMILES)	COC[P@@](O)(=S)S